Below is 18 unconnected molecules or ions with the total composition C36H102IN4O17 in a non-equilibrium geometry, with properties calculated with ωB97M-V/def2-TZVPD.

Output
Net charge: -1
Electronic energy in Ha: -3228.4901
LUMO level in eV: 1.87

Geometry as XYZ:
```
160
C36H102IN4O17 ωB97M-V/def2-TZVPD
I -21.793 7.256 -7.593
O -19.972 2.314 -6.137
H -20.369 3.147 -5.882
H -19.483 2.034 -5.363
O -26.198 9.488 -10.032
H -26.081 9.061 -9.184
H -25.396 9.995 -10.158
O -24.323 7.153 -10.689
H -23.674 7.631 -10.173
H -24.424 6.317 -10.233
O -23.410 6.512 -4.710
H -23.007 6.278 -5.547
H -23.212 7.442 -4.600
O -24.827 4.872 -9.456
H -25.561 4.296 -9.671
H -25.086 5.298 -8.640
O -25.278 6.246 -7.136
H -24.375 6.542 -7.253
H -25.314 5.937 -6.231
O -24.685 4.717 -3.266
H -24.320 5.431 -3.788
H -24.158 4.712 -2.466
O -19.185 3.959 -8.485
H -19.376 4.772 -8.952
H -18.332 4.111 -8.078
O -21.127 4.284 -4.913
H -21.042 4.379 -3.964
H -21.089 5.180 -5.249
O -22.637 6.767 -12.976
H -23.120 6.100 -13.464
H -23.212 6.992 -12.244
O -21.004 5.404 -11.135
H -21.374 5.654 -11.981
H -21.201 6.143 -10.559
O -23.685 3.402 -5.905
H -23.450 3.670 -6.793
H -22.862 3.438 -5.417
O -22.488 3.842 -8.341
H -23.312 4.214 -8.655
H -21.876 4.577 -8.343
C -24.171 11.129 -12.544
C -23.881 12.291 -11.492
C -24.948 13.415 -11.639
C -25.147 14.188 -10.364
C -25.311 13.384 -9.047
C -24.148 12.365 -8.879
N -23.935 11.629 -10.153
O -23.105 10.542 -9.891
C -22.946 13.192 -8.422
C -24.665 11.540 -7.650
C -22.452 12.900 -11.768
H -24.288 11.673 -13.481
H -25.158 10.712 -12.343
H -23.336 10.436 -12.640
H -24.705 14.236 -12.314
H -25.891 13.069 -12.062
H -26.192 14.450 -10.526
H -24.544 15.061 -10.113
H -26.301 12.933 -9.109
H -25.442 14.109 -8.245
H -22.605 13.888 -9.188
H -22.959 13.744 -7.482
H -22.200 12.398 -8.382
H -23.929 10.828 -7.278
H -24.945 12.172 -6.808
H -25.530 10.949 -7.949
H -22.262 13.891 -11.354
H -22.421 13.175 -12.823
H -21.688 12.159 -11.532
H -22.243 10.960 -9.837
C -21.364 7.898 -1.882
C -21.979 9.321 -1.725
C -21.058 10.219 -0.818
C -19.804 10.863 -1.382
C -20.182 11.742 -2.617
C -20.929 10.858 -3.625
N -22.060 10.047 -3.023
O -22.834 9.462 -3.933
C -21.566 12.005 -4.614
C -20.007 9.913 -4.418
C -23.362 9.129 -1.093
H -20.324 7.971 -2.199
H -21.898 7.134 -2.446
H -21.293 7.447 -0.892
H -21.674 11.005 -0.381
H -20.680 9.607 0.001
H -19.164 10.012 -1.614
H -19.233 11.385 -0.614
H -19.187 11.927 -3.020
H -20.763 12.661 -2.535
H -20.777 12.614 -5.056
H -21.969 11.526 -5.506
H -22.231 12.737 -4.155
H -20.420 9.301 -5.219
H -19.190 10.371 -4.975
H -19.598 9.228 -3.675
H -23.388 8.361 -0.320
H -24.172 8.713 -1.692
H -23.723 10.086 -0.717
H -23.410 10.179 -4.207
C -16.026 6.680 -9.393
C -15.766 6.853 -7.942
C -16.174 8.279 -7.627
C -16.232 8.537 -6.126
C -17.323 7.654 -5.495
C -17.035 6.116 -5.742
N -16.564 5.860 -7.127
O -16.542 4.493 -7.560
C -16.050 5.695 -4.664
C -18.430 5.451 -5.632
C -14.236 6.568 -7.622
H -15.623 7.482 -10.011
H -15.737 5.725 -9.831
H -17.101 6.798 -9.534
H -15.409 8.930 -8.052
H -17.115 8.530 -8.115
H -15.258 8.292 -5.703
H -16.417 9.548 -5.764
H -18.246 8.128 -5.829
H -17.291 7.993 -4.460
H -16.160 6.144 -3.677
H -15.020 5.652 -5.019
H -16.298 4.650 -4.476
H -18.293 4.386 -5.816
H -19.184 5.873 -6.297
H -18.782 5.589 -4.610
H -13.903 5.534 -7.712
H -13.550 7.101 -8.281
H -13.954 6.934 -6.635
H -15.758 4.088 -7.181
C -19.104 11.105 -7.755
C -18.202 11.972 -8.681
C -19.048 13.192 -9.057
C -19.123 14.355 -8.088
C -17.765 14.691 -7.626
C -17.001 13.513 -7.040
N -16.966 12.449 -8.056
O -16.146 11.353 -7.758
C -15.615 14.219 -6.787
C -17.666 13.030 -5.688
C -17.921 11.268 -10.050
H -18.495 10.233 -7.516
H -19.980 10.732 -8.286
H -19.526 11.608 -6.885
H -18.810 13.682 -10.001
H -20.100 12.951 -9.204
H -19.689 14.108 -7.190
H -19.555 15.287 -8.452
H -17.749 15.548 -6.952
H -17.313 15.059 -8.548
H -15.628 15.149 -6.218
H -14.982 13.581 -6.170
H -15.001 14.277 -7.685
H -17.367 12.028 -5.381
H -17.448 13.733 -4.884
H -18.754 13.063 -5.754
H -17.231 11.788 -10.714
H -18.772 11.106 -10.711
H -17.468 10.310 -9.796
H -16.510 11.087 -6.911
```

Here are the Mulliken charges for atoms 1 to 6, given in e: -0.486 -0.627 0.372 0.287 -0.726 0.313